43
Properties=species:S:1:pos:R:3:forces:R:3:lowdin_charge:R:1 method="wB97M-V/def2-TZVPD" homo_ev=-21.316 e_above_lowest_kcal_mol=0.49 orbital_gap_ev=7.52 total_charge=+4 e_lumo_ha=-0.507
O -3.607 -0.376 0.217 0.04 -0.03 -0.01 -0.20
C 4.309 3.029 0.004 0.02 0.03 -0.05 -0.03
N -1.260 -1.650 -0.949 0.06 -0.13 -0.12 -0.10
C 2.396 1.736 0.941 0.00 -0.03 0.02 -0.10
C 4.195 4.118 -1.026 -0.01 -0.02 0.01 0.16
C 2.522 4.687 2.574 0.00 0.05 -0.01 0.16
N 3.188 3.005 0.922 0.01 0.01 -0.02 -0.14
H -1.804 -2.134 1.582 0.00 0.01 0.00 0.09
H -4.258 0.250 0.579 0.01 0.03 -0.02 0.16
Mo -1.618 0.099 0.168 -0.07 0.16 0.42 1.83
H -0.342 -2.545 -4.063 0.01 0.02 0.01 0.14
C -2.223 -2.910 0.928 -0.07 0.05 0.00 -0.11
O 1.825 5.510 2.824 0.00 -0.01 0.01 0.48
O 0.676 0.354 -0.114 0.11 -0.03 -0.05 -0.17
H -1.691 -4.972 -0.776 0.00 0.00 -0.01 0.15
H 3.363 2.858 3.062 0.01 0.02 0.00 0.18
H 4.457 4.025 2.332 0.01 -0.01 0.00 0.18
H 0.705 2.390 -0.254 -0.01 -0.03 -0.07 0.13
C -4.266 -1.723 -0.080 -0.04 0.03 -0.02 -0.07
O 4.108 4.921 -1.782 0.01 0.02 0.00 0.48
O -1.626 1.606 -0.514 -0.02 -0.13 0.06 -0.33
C -0.979 -3.910 -2.508 0.00 -0.02 0.02 0.06
H -0.599 -0.557 -2.604 0.00 0.00 -0.02 0.13
H -4.146 -2.622 1.870 -0.01 0.00 0.00 0.14
H 3.080 0.884 1.008 -0.04 -0.02 0.02 0.15
H -4.033 -1.900 -1.128 0.00 -0.01 0.00 0.13
H -5.333 -1.540 0.024 0.00 0.00 0.00 0.16
H 1.945 1.559 -1.213 0.03 0.03 0.00 0.14
H -4.199 -3.718 0.508 0.01 -0.01 0.01 0.15
H 4.392 2.110 -0.590 -0.01 -0.01 0.02 0.18
H 1.789 1.746 1.847 0.06 -0.01 0.02 0.14
C -0.820 -1.554 -2.241 -0.01 0.03 0.03 -0.09
C 3.462 3.572 2.231 -0.02 -0.03 0.03 -0.03
C -0.677 -2.655 -3.041 0.00 0.00 -0.02 0.02
H 5.299 3.184 0.457 -0.01 0.01 0.01 0.18
H -1.972 -3.848 1.421 0.01 -0.01 0.00 0.15
C 1.435 1.583 -0.249 -0.07 0.08 0.05 -0.15
H -0.864 -4.801 -3.115 -0.01 0.00 0.01 0.15
H 1.240 -0.421 -0.255 -0.05 -0.03 -0.01 0.14
C -3.760 -2.781 0.863 0.02 0.00 0.03 -0.12
C -1.438 -4.009 -1.203 0.00 0.00 -0.03 0.05
C -1.594 -2.871 -0.433 0.04 -0.04 -0.02 -0.25
O -1.275 0.271 1.779 -0.01 0.03 -0.30 -0.34

---

37
Properties=species:S:1:pos:R:3:forces:R:3:nbo_charge:R:1 method="wB97M-V/def2-TZVPD" smiles="Cc1c[nH]c2ccccc12.CCN(C)C(C)=O" homo_ev=-7.427 e_above_lowest_kcal_mol=156.10 orbital_gap_ev=8.20 e_lumo_ha=0.028
H -2.807 -2.418 -2.402 0.04 0.09 0.80 0.22
H -2.121 -1.497 2.836 1.11 -0.17 -0.45 0.22
H -0.362 3.026 -2.408 -0.29 0.01 0.52 0.21
C -0.368 2.278 -1.609 6.74 -3.20 -2.58 -0.27
H -2.793 -1.958 0.193 -1.53 0.50 0.32 0.21
H -2.187 1.693 -2.384 0.38 -0.65 0.78 0.21
C -1.506 1.386 -1.547 -4.25 5.80 0.34 -0.61
H -0.883 -2.120 3.927 -0.06 0.64 -1.17 0.21
H 1.483 -2.819 -2.082 1.49 -0.63 -1.69 0.21
C -0.170 -2.046 1.845 0.96 0.29 -1.99 -0.14
H 1.935 2.311 2.219 -0.45 0.41 0.94 0.22
C 2.435 2.010 1.333 0.06 2.64 -0.65 -0.69
H 2.895 1.089 1.499 -0.11 -2.00 -0.15 0.24
C -0.762 -2.796 -2.461 3.80 -0.19 1.54 -0.23
H -0.420 3.664 1.033 -0.38 0.79 -0.54 0.19
H 2.511 -2.752 0.168 2.19 -0.95 -0.55 0.40
H -0.609 4.710 -0.426 -1.31 -0.34 -1.44 0.22
C 0.486 -2.466 -0.388 0.22 0.17 1.12 0.14
H -0.785 -0.565 3.293 1.25 4.07 0.85 0.21
H 0.820 4.848 0.398 -1.12 -2.47 -0.72 0.18
H 2.032 -2.348 2.525 -0.85 0.38 -0.26 0.21
C -0.717 -2.188 0.427 3.04 -0.11 -0.98 0.01
N 1.673 -2.384 0.455 -5.06 0.37 -0.54 -0.54
H -0.570 -3.120 -3.474 -1.19 0.25 -0.35 0.22
C -1.901 -2.439 -1.782 -0.56 0.57 1.70 -0.23
C -0.002 3.998 0.059 3.61 0.63 3.66 -0.44
C -1.904 -2.080 -0.341 2.03 -1.61 -1.72 -0.25
H -2.045 1.432 -0.640 -1.35 0.95 1.29 0.20
C 1.253 -2.250 1.749 -2.34 0.47 0.57 0.00
C -1.005 -1.482 2.981 -1.40 -5.38 0.60 -0.62
C 1.464 1.947 0.142 -0.89 0.82 -2.45 0.68
C 0.504 -2.797 -1.745 -3.16 1.34 2.20 -0.24
O 1.492 0.997 -0.562 2.86 -6.52 -0.09 -0.62
H 3.366 2.630 1.246 -1.24 0.27 -0.49 0.24
N 0.555 2.748 -0.553 -2.84 5.89 2.37 -0.44
H 0.364 1.315 -2.005 -1.15 3.44 -0.04 0.27
H -1.352 0.445 -1.517 1.77 -6.56 -0.79 0.21

---

38
Properties=species:S:1:pos:R:3:forces:R:3:nbo_charge:R:1 method="wB97M-V/def2-TZVPD" smiles="CCCCC(=O)Nc1cccc(NC(=O)CC)c1" homo_ev=-8.304 e_above_lowest_kcal_mol=0.00 orbital_gap_ev=9.10 e_lumo_ha=0.029
C 3.516 3.169 0.206 0.23 -0.15 0.05 -0.38
C -1.741 -0.722 -0.574 0.05 0.47 -0.06 0.18
C -3.988 -4.022 1.155 0.10 -0.07 -0.04 -0.60
H -2.010 -4.830 1.424 0.07 0.08 -0.10 0.23
C -0.621 -0.155 0.022 0.15 -0.15 0.17 -0.29
H -4.536 -3.370 0.476 -0.10 0.03 -0.02 0.20
H 2.527 2.800 2.084 0.02 -0.04 0.04 0.22
C 2.986 2.215 1.282 0.06 0.03 -0.06 -0.50
H -3.363 -0.435 -1.954 -0.10 -0.05 -0.03 0.20
H -2.463 -4.590 -0.275 0.04 -0.03 0.00 0.21
O -1.102 -2.477 1.677 0.20 0.12 0.24 -0.59
H 4.880 3.250 -1.441 0.07 -0.04 0.05 0.20
C -2.526 -4.166 0.730 -0.01 0.06 0.19 -0.49
H -4.475 -4.994 1.164 -0.08 -0.03 0.01 0.21
H 2.722 2.281 -2.309 -0.10 0.04 -0.07 0.20
H 4.152 3.904 0.706 -0.11 0.05 0.00 0.21
H 0.865 2.782 0.168 0.07 -0.18 0.07 0.39
H 2.696 3.720 -0.262 0.00 0.12 0.00 0.18
N 0.837 1.779 0.290 -0.14 0.41 -0.05 -0.64
C -1.824 -2.816 0.772 -0.22 -0.58 -0.13 0.69
C -1.056 1.900 -1.165 0.09 0.04 0.06 -0.30
H 3.034 0.819 -1.369 -0.07 -0.13 -0.06 0.22
C 4.339 2.480 -0.884 -0.21 0.13 -0.08 -0.40
N -2.138 -2.036 -0.306 -0.21 0.01 -0.41 -0.61
H -4.044 -3.598 2.155 -0.05 0.04 0.08 0.22
H 4.130 1.282 -2.662 -0.01 -0.07 -0.10 0.21
C -2.158 1.323 -1.765 0.03 -0.04 0.04 -0.18
H -2.754 1.896 -2.459 -0.04 0.04 -0.05 0.22
C 3.501 1.666 -1.862 0.18 0.03 0.09 -0.61
H -0.027 -0.726 0.713 -0.02 0.02 -0.02 0.28
H -0.793 2.925 -1.387 0.05 0.10 -0.03 0.20
O 2.119 0.005 0.922 0.01 -0.32 -0.01 -0.60
H 5.080 1.829 -0.416 0.11 0.03 0.03 0.20
H 3.819 1.653 1.708 -0.10 -0.02 0.01 0.23
C 1.958 1.197 0.811 0.30 0.39 0.29 0.69
H -2.836 -2.399 -0.941 0.15 -0.02 0.15 0.39
C -2.501 0.015 -1.481 -0.01 -0.10 0.03 -0.27
C -0.276 1.157 -0.281 -0.36 -0.21 -0.27 0.26

---

39
Properties=species:S:1:pos:R:3:forces:R:3:nbo_charge:R:1 method="wB97M-V/def2-TZVPD" smiles="O=C(/C=C/c1ccco1)NCCCN1CCOCC1" homo_ev=-8.111 e_above_lowest_kcal_mol=73.45 orbital_gap_ev=8.37 e_lumo_ha=0.009
H 0.371 -3.574 1.132 0.02 0.03 -0.13 0.20
C -6.076 1.805 0.482 -0.29 -0.22 -0.56 -0.32
H -4.348 1.765 1.885 0.17 0.02 0.17 0.23
C 0.456 -2.701 0.477 0.38 -0.07 0.07 -0.23
C 1.751 -0.567 0.074 0.00 -0.19 0.32 -0.22
C 2.355 1.806 0.236 0.18 0.11 -0.29 -0.24
H 5.734 0.369 -0.604 -0.05 -0.09 -0.01 0.19
H 1.283 2.002 0.175 -0.01 0.04 0.02 0.20
H 2.412 -2.269 1.238 0.06 -0.03 0.08 0.20
O -5.181 0.328 -0.923 0.39 -0.39 -0.24 -0.41
H -6.763 2.500 0.918 -0.19 0.13 0.02 0.23
H -3.274 -1.195 -1.721 -0.04 -0.03 -0.07 0.23
C 4.650 0.474 -0.663 -0.02 -0.24 0.24 -0.09
C -4.816 1.420 0.985 0.48 -0.61 -0.49 -0.29
H 2.794 2.481 0.978 -0.06 0.08 -0.07 0.20
N -0.843 -2.092 0.328 0.01 0.05 0.30 -0.61
C -4.301 0.511 0.089 -0.24 0.76 0.92 0.30
H 2.552 1.441 -1.895 0.03 0.06 0.01 0.16
O -0.818 -2.050 -1.931 0.00 0.02 -0.25 -0.62
C -3.056 -0.203 0.114 0.16 -0.45 -0.51 -0.23
O 4.406 1.807 -1.060 0.08 0.07 0.05 -0.53
H -7.041 1.084 -1.391 -0.04 -0.08 -0.15 0.21
H -2.437 0.017 0.975 0.08 0.00 0.05 0.21
C -6.240 1.107 -0.679 -0.49 0.66 0.56 0.11
H 1.135 -1.313 1.991 0.04 0.02 0.06 0.20
N 2.573 0.449 0.711 -0.07 0.09 0.02 -0.45
H 2.922 3.118 -1.405 -0.08 -0.06 -0.03 0.19
H 4.168 -0.877 0.958 0.07 -0.02 0.05 0.20
H -1.325 -1.814 1.167 -0.10 -0.07 -0.13 0.39
H 4.465 0.799 1.457 0.10 -0.09 -0.02 0.20
C -2.660 -1.052 -0.843 -0.24 0.38 0.08 -0.27
H 0.794 -0.109 -0.188 0.04 -0.01 -0.07 0.20
C -1.364 -1.764 -0.881 0.00 -0.08 0.28 0.63
H 4.267 -0.217 -1.431 0.06 0.04 0.03 0.16
H 2.187 -0.967 -0.852 -0.08 0.04 -0.05 0.18
C 1.489 -1.723 1.043 -0.19 0.00 -0.42 -0.40
C 3.019 2.069 -1.121 -0.30 0.09 0.20 -0.09
H 0.757 -3.030 -0.521 -0.04 -0.08 0.14 0.23
C 4.001 0.167 0.694 0.16 0.11 -0.21 -0.25

---

| no. | molar mass (g mol⁻¹) |
| --- | --- |
| 1 | 408.262 |
| 2 | 232.327 |
| 3 | 248.326 |
| 4 | 264.325 |